Molecular formula: C10H9NO2
Method: DFT, ωB97M-V with the def2-TZVPD basis set

Last column: Löwdin charge in e.
Atoms and positions in Å:
C 2.37 -0.76 -0.24  -0.26
C 1.13 0.27 -0.08  -0.17
C 1.25 1.57 0.09  -0.10
C 0.11 2.40 -0.01  0.03
C -1.11 1.76 0.08  -0.25
C -1.26 0.41 -0.18  -0.21
C -2.53 -1.51 -0.08  -0.11
C -1.36 -2.34 0.06  -0.12
C -0.18 -1.75 0.00  -0.03
C -0.13 -0.31 -0.29  -0.12
H 2.96 0.82 0.60  0.22
H 2.37 -1.39 -1.09  0.10
H 2.40 -1.55 0.64  0.13
H 2.22 2.23 -0.20  0.18
H 0.40 3.47 0.13  0.13
H -2.82 1.91 -0.17  0.04
H -3.69 -1.64 0.08  0.14
H -1.62 -3.41 0.77  0.19
H 0.67 -2.54 0.41  0.17
N -2.52 -0.17 -0.33  0.11
O 3.55 -0.01 -0.13  -0.16
O -2.20 2.57 -0.04  0.10

Results
E_HOMO = -8.65 eV
LUMO energy = -0.326 eV
maximum force = 0.1197 Eh/bohr